Molecular formula: C26H32N4O6
Method: DFT, ωB97M-V/def2-TZVPD

Geometry as XYZ:
```
68
Properties=species:S:1:pos:R:3:forces:R:3:lowdin_charge:R:1
C -5.13580 5.91571 5.35761 0.389 -0.108 -0.237 -0.065
C -3.72074 6.16167 4.86972 -0.097 0.487 0.310 -0.226
H -3.01887 6.24611 5.70683 -0.087 0.021 -0.153 0.129
H -3.65496 7.08250 4.27909 0.028 -0.136 0.118 0.129
O -3.32840 5.06082 4.05048 -0.053 -0.313 -0.144 -0.014
C -2.08272 5.12586 3.53244 0.079 0.276 0.113 -0.427
O -1.33331 6.05513 3.72461 -0.098 -0.134 -0.035 0.114
C -1.78795 3.94927 2.73482 0.582 -0.007 -0.282 -0.111
C -0.62686 3.59632 2.06816 -0.443 0.182 0.335 -0.134
C -0.86635 2.31722 1.49537 -0.265 0.219 0.079 -0.065
C -2.17541 1.95217 1.81294 0.108 -0.047 -0.269 -0.210
N -2.70479 2.94392 2.54768 -0.084 -0.134 0.060 0.156
H -3.62948 2.95708 2.94735 0.038 -0.028 -0.073 0.170
C -2.96996 0.77294 1.40486 -0.062 -0.161 0.241 0.004
H -2.82414 -0.02914 2.13105 -0.080 0.007 -0.072 0.081
H -2.63765 0.40891 0.43568 -0.016 -0.024 -0.077 0.082
H -4.02833 1.02066 1.35843 -0.073 0.009 -0.105 0.087
C 0.08668 1.56928 0.70018 -0.100 -0.446 0.281 -0.171
C 0.35426 0.24466 0.84735 0.295 0.454 -0.387 -0.045
C -0.05596 -0.64973 1.90618 -0.422 0.606 0.425 -0.252
O -0.82207 -0.45181 2.82823 0.366 -0.407 -0.140 0.104
C 0.74016 -1.93732 1.69286 0.092 -0.562 0.250 -0.364
O 0.73455 -2.91575 2.40892 -0.031 0.133 0.138 0.100
N 1.46839 -1.77603 0.56437 -0.090 0.166 -0.099 0.007
C 2.50848 -2.68729 0.13634 0.152 -0.469 0.222 -0.116
C 2.00932 -4.11601 -0.08658 -0.119 0.122 -0.227 -0.149
C 1.24648 -4.28229 -1.39818 0.107 -0.011 0.104 -0.194
N 1.98500 -3.81105 -2.56062 -0.049 -0.109 -0.002 -0.170
C 1.16184 -3.87473 -3.75770 0.135 0.192 -0.294 -0.167
C 1.92422 -3.27170 -4.93631 -0.401 0.070 0.138 -0.194
O 3.13489 -3.95387 -5.16503 0.090 -0.165 -0.128 -0.130
C 3.93283 -3.92676 -4.00733 0.116 -0.173 0.293 -0.196
C 3.21342 -4.54984 -2.81017 0.119 0.225 -0.233 -0.165
H 3.86487 -4.48624 -1.93874 0.054 -0.055 0.006 0.115
H 3.00566 -5.61374 -3.02393 0.029 0.015 0.059 0.134
H 4.83923 -4.48640 -4.24521 -0.015 0.064 0.073 0.125
H 4.19678 -2.88631 -3.76250 0.027 -0.074 0.006 0.126
H 1.34250 -3.36159 -5.85517 -0.016 0.062 0.051 0.127
H 2.12154 -2.20917 -4.73187 -0.037 -0.108 -0.059 0.108
H 0.24471 -3.30698 -3.59136 0.023 -0.057 -0.003 0.100
H 0.89073 -4.91898 -3.99911 -0.015 0.041 0.020 0.131
H 0.32645 -3.69269 -1.35298 -0.041 -0.089 0.000 0.108
H 0.96104 -5.34433 -1.50821 -0.045 0.071 -0.016 0.127
H 1.35621 -4.39476 0.74010 0.113 -0.071 -0.023 0.105
H 2.86810 -4.78740 -0.06516 0.021 -0.025 0.055 0.106
H 2.92562 -2.30240 -0.79583 0.020 0.047 0.075 0.120
H 3.29003 -2.70453 0.90624 -0.031 0.060 -0.097 0.135
C 1.30042 -0.48845 -0.07346 -0.097 0.429 -0.222 -0.184
C 0.67793 -0.60529 -1.44450 0.033 -0.048 -0.276 -0.150
C 1.32204 -0.14864 -2.58660 -0.040 -0.077 0.467 -0.092
N 0.78273 -0.18065 -3.79168 0.173 0.188 -0.524 0.070
C -0.43561 -0.67387 -3.92042 -0.242 -0.059 -0.009 -0.161
C -1.17014 -1.17112 -2.85264 0.016 0.030 0.132 -0.060
C -0.59858 -1.13646 -1.59283 0.149 0.091 -0.184 -0.021
H -1.13267 -1.50955 -0.72882 -0.072 -0.045 0.063 0.124
H -2.16125 -1.57140 -3.00374 -0.077 -0.032 -0.039 0.106
H -0.83703 -0.67296 -4.92515 -0.122 -0.045 -0.067 0.108
H 2.31640 0.27538 -2.52960 0.132 0.030 0.133 0.122
H 2.26591 0.02887 -0.15883 -0.080 -0.081 0.021 0.165
O 0.77973 2.24555 -0.24396 0.056 -0.075 0.105 0.115
H 0.53646 3.18092 -0.22214 -0.093 -0.124 -0.035 0.115
C 0.63178 4.39059 2.01774 0.014 0.064 0.139 -0.017
H 0.68948 5.02711 2.89668 0.102 0.055 -0.046 0.079
H 1.50398 3.74062 1.98346 0.074 -0.012 -0.028 0.089
H 0.64550 5.04822 1.14618 0.081 0.072 -0.039 0.093
H -5.17959 4.99431 5.93237 -0.056 -0.065 0.088 0.077
H -5.81637 5.83388 4.51402 -0.111 0.011 -0.043 0.076
H -5.45135 6.74160 5.98801 -0.052 0.075 0.067 0.078
```
Forces are in eV/Å.

Properties
SMILES   CCOC(=O)c1[nH]c(C)c(/C(O)=C2\C(=O)C(=O)N(CCCN3CCOCC3)[C@H]2c2cccnc2)c1C
ΔE to the lowest compared entry with this formula, charge and spin   140.5 kJ/mol
E_tot   -45727.422 eV
LUMO   -0.241 eV
Highest occupied orbital energy   -8.6522 eV



Molecular formula: C5H8O2
Method: DFT, ωB97M-V/def2-TZVPD

Geometry as XYZ:
```
15
Properties=species:S:1:pos:R:3:forces:R:3:lowdin_charge:R:1
C 1.18163 0.86000 0.54520 -0.165 -0.054 -0.138 -0.003
C 0.28436 0.43502 -0.59475 -0.306 -0.742 0.084 -0.546
C 0.19522 -0.89123 -1.15534 0.449 0.102 -0.508 -0.115
C -1.22290 -0.12102 -0.17908 -0.050 0.735 0.749 -0.115
C -1.55069 -0.71843 0.96875 0.118 -0.003 -0.457 0.053
O 0.11832 1.49246 -1.48404 -0.092 -0.109 0.042 0.006
O 0.83230 -1.87391 -0.51172 0.076 0.014 0.240 0.003
H -0.10036 1.10311 -2.34454 0.036 -0.033 0.085 0.107
H 1.42856 -1.57356 0.20170 -0.138 0.089 -0.132 0.096
H -1.96811 0.37490 -0.78578 0.005 -0.063 -0.032 0.113
H 2.20126 0.98142 0.17910 0.003 0.014 -0.011 0.095
H 1.17576 0.13971 1.36281 -0.014 -0.017 0.034 0.075
H 0.83720 1.81495 0.93531 0.015 0.020 0.041 0.095
H -0.83318 -1.27232 1.55994 0.077 0.090 0.062 0.070
H -2.57938 -0.75113 1.30244 -0.016 -0.043 -0.058 0.067
```
Forces are in eV/Å.

Properties
ΔE to the lowest compared entry with this formula, charge and spin   404.7 kJ/mol
E_tot   -9405.638 eV
LUMO   0.295 eV
Highest occupied orbital energy   -8.2849 eV



Molecular formula: C11H25N2
Method: DFT, ωB97M-V/def2-TZVPD

Geometry as XYZ:
```
38
Properties=species:S:1:pos:R:3:forces:R:3:lowdin_charge:R:1
C -1.45063 1.10982 0.84194 0.414 -0.263 0.719 -0.149
C -0.36652 2.08265 0.35816 -0.857 -0.684 0.215 -0.075
C -1.48237 -0.18939 0.04150 0.494 -1.104 0.658 -0.463
C -0.02885 -0.96619 0.11839 -0.754 0.810 -0.922 -0.400
C 1.11658 -0.03532 -0.47382 -1.371 0.958 1.363 -0.412
C -2.01828 0.13982 -1.33413 0.717 3.349 -0.928 -0.053
C -2.50895 -1.15217 0.72071 1.472 -0.425 -0.537 -0.019
C 0.03698 -2.25002 -0.67116 3.224 0.333 0.437 -0.025
C 0.17535 -1.41510 1.55669 -3.140 1.039 0.848 -0.054
C 2.53000 -0.45650 -0.16681 2.452 -2.007 -1.913 -0.035
C 2.04810 2.22283 0.10688 -0.088 2.742 1.567 -0.052
N 0.92350 0.38285 -1.82236 1.224 -0.391 0.069 0.114
N 0.99008 1.33223 0.47626 -2.742 -2.079 0.503 -0.074
H -1.35220 0.95019 1.93945 0.083 0.002 -0.585 0.126
H -2.47607 1.43492 0.73260 -0.021 1.007 -0.023 0.126
H -0.53167 2.25246 -0.69881 0.319 0.366 -0.173 0.112
H -0.44036 3.06204 0.93245 0.828 -1.307 -0.646 0.158
H -2.35218 -0.67558 -1.88281 -0.166 -1.776 -1.137 0.068
H -1.37317 0.84175 -1.98534 -0.718 -1.476 0.963 0.100
H -2.91426 0.78922 -1.29680 0.100 -0.437 0.616 0.107
H -2.10069 -1.33190 1.74257 -1.094 -0.307 -0.820 0.083
H -2.50635 -2.06268 0.06163 -0.265 0.520 1.159 0.100
H -3.52466 -0.77672 0.75073 -0.049 0.311 0.034 0.095
H 0.82160 -2.85853 -0.10329 -1.461 0.072 -1.032 0.122
H 0.52812 -2.01809 -1.60142 -0.267 -0.488 -0.807 0.077
H -0.88967 -2.70669 -0.80161 -1.220 -1.101 -0.156 0.066
H 1.15594 -1.59669 1.84121 2.012 -0.021 0.483 0.063
H -0.36204 -2.39457 1.74736 0.506 1.286 -0.269 0.127
H -0.34361 -0.61426 2.17808 1.179 -1.338 0.097 0.092
H 3.39512 0.11659 -0.71843 -1.976 -1.002 0.685 0.134
H 2.68869 -1.58079 -0.41190 -0.428 1.869 -0.129 0.134
H 2.84632 -0.46502 0.84838 -0.237 0.455 1.139 0.072
H 2.14108 2.44056 -0.95092 -0.570 -0.416 -0.184 0.114
H 1.63308 3.10651 0.60610 1.233 0.685 -0.438 0.103
H 3.02578 2.03715 0.49547 0.347 -0.538 0.453 0.097
H 0.22374 -0.13252 -2.37066 0.753 0.425 0.479 0.100
H 1.85195 0.46548 -2.27743 -1.271 -0.261 -0.020 0.119
H 0.89054 0.91166 1.47114 1.337 1.189 -1.766 0.201
```
Forces are in eV/Å.

Properties
Total charge   +1
SMILES   C[N@H+]1CCC(C)(C)C(C)(C)[C@@]1(C)N
ΔE to the lowest compared entry with this formula, charge and spin   140.3 kJ/mol
E_tot   -14785.030 eV
LUMO   -2.393 eV
Highest occupied orbital energy   -13.9420 eV